1.
Here is a structure of composition C23H17BiClN5O5 from the OMol25 dataset. Energies are from ωB97M-V/def2-TZVPD.

Last column: Löwdin charge in e.
Cartesian coordinates (Å):
Bi (0.380, 0.564, 0.331)  1.909
Cl (-6.672, 2.820, -1.310)  0.668
C (-4.974, 2.522, -1.116)  -0.671
C (-4.049, 3.471, -1.566)  -0.078
C (-2.705, 3.248, -1.417)  0.006
C (-2.213, 2.074, -0.808)  -0.341
O (-0.915, 1.962, -0.674)  -0.290
C (-3.152, 1.111, -0.373)  -0.127
C (-2.844, -0.186, 0.167)  -0.057
N (-1.698, -0.711, 0.439)  -0.011
C (-1.637, -2.090, 0.804)  -0.175
C (-2.682, -2.974, 0.690)  0.000
C (-2.557, -4.325, 1.069)  -0.052
C (-1.376, -4.809, 1.545)  -0.022
C (-0.261, -3.947, 1.643)  -0.141
C (1.001, -4.399, 2.093)  0.010
C (2.056, -3.539, 2.143)  -0.028
C (1.846, -2.210, 1.734)  -0.113
N (0.687, -1.757, 1.326)  -0.024
C (-0.385, -2.592, 1.270)  -0.157
C (-4.532, 1.366, -0.541)  -0.064
H (-4.404, 4.379, -2.035)  0.113
H (-1.978, 3.969, -1.763)  0.125
H (-3.738, -0.782, 0.337)  0.114
H (-3.632, -2.666, 0.279)  0.107
H (-3.414, -4.976, 0.961)  0.113
H (-1.266, -5.848, 1.828)  0.120
H (1.112, -5.437, 2.382)  0.125
H (3.037, -3.853, 2.469)  0.113
H (2.674, -1.507, 1.734)  0.120
H (-5.250, 0.624, -0.213)  0.114
O (6.528, 2.657, -2.998)  -0.034
C (5.730, 1.826, -3.463)  -0.693
O (5.768, 1.102, -4.468)  -0.021
C (4.475, 1.601, -2.572)  -0.064
C (4.293, 2.349, -1.413)  0.016
C (3.184, 2.122, -0.626)  -0.120
N (2.278, 1.192, -0.947)  -0.098
C (2.437, 0.467, -2.065)  -0.190
C (3.516, 0.645, -2.902)  0.083
C (1.365, -0.563, -2.324)  -0.543
O (1.368, -1.261, -3.300)  0.126
O (0.438, -0.664, -1.371)  -0.246
H (5.043, 3.087, -1.163)  0.119
H (2.998, 2.681, 0.286)  0.108
H (3.637, 0.060, -3.803)  0.135
N (0.409, 2.727, 2.846)  -0.100
N (0.001, 1.444, 3.335)  -0.135
H (0.384, 3.436, 3.572)  0.072
H (-0.247, 3.014, 2.128)  0.040
H (-0.824, 1.498, 3.923)  0.071
H (0.759, 1.078, 3.896)  0.067

## Properties
Energy relative to the best compared isomer or geometry (same formula, charge and spin)   24.2 kJ/mol
M   687.85 g mol⁻¹
Spin multiplicity   1
E_HOMO   -7.466 eV

2.
Here is a cluster of 6 separate species, C20H60BN5O7Si in total from the OMol25 dataset. Energies are from ωB97M-V/def2-TZVPD.

Last column: Löwdin charge in e.
Cartesian coordinates (Å):
C (-2.991, 0.083, 0.551)  -0.109
O (-2.335, -0.928, 1.292)  -0.224
C (-1.493, -1.778, 0.540)  -0.208
C (-0.086, -1.225, 0.287)  -0.431
C (-0.033, -0.155, -0.798)  -0.067
N (0.527, -0.693, 1.509)  0.043
H (-3.256, -0.257, -0.454)  0.095
H (-2.381, 0.987, 0.482)  0.068
H (-3.908, 0.342, 1.081)  0.084
H (-1.396, -2.689, 1.136)  0.118
H (-1.982, -2.061, -0.402)  0.121
H (0.525, -2.063, -0.058)  0.110
H (-0.426, 0.801, -0.449)  0.059
H (0.998, 0.011, -1.106)  0.067
H (-0.601, -0.460, -1.679)  0.079
H (0.590, -1.435, 2.201)  0.069
H (-0.123, -0.029, 1.918)  0.063
C (-2.954, 3.282, -1.546)  -0.102
O (-4.085, 2.841, -0.817)  -0.204
C (-4.503, 3.696, 0.227)  -0.215
C (-5.406, 4.855, -0.215)  -0.434
C (-4.654, 5.994, -0.893)  -0.069
N (-6.492, 4.413, -1.092)  0.041
H (-2.246, 3.813, -0.903)  0.093
H (-3.239, 3.922, -2.384)  0.077
H (-2.461, 2.398, -1.951)  0.082
H (-5.077, 3.061, 0.907)  0.119
H (-3.632, 4.064, 0.787)  0.119
H (-5.860, 5.259, 0.695)  0.135
H (-4.362, 5.739, -1.912)  0.065
H (-5.288, 6.877, -0.952)  0.076
H (-3.754, 6.262, -0.336)  0.078
H (-7.063, 3.730, -0.604)  0.072
H (-6.078, 3.892, -1.859)  0.069
C (4.008, -4.713, -4.555)  -0.102
O (3.547, -5.365, -3.385)  -0.186
C (4.065, -4.849, -2.177)  -0.210
C (3.329, -3.615, -1.640)  -0.426
C (3.668, -2.327, -2.382)  -0.061
N (1.875, -3.793, -1.637)  0.043
H (5.041, -4.374, -4.449)  0.077
H (3.371, -3.862, -4.811)  0.075
H (3.956, -5.428, -5.376)  0.089
H (3.957, -5.656, -1.448)  0.121
H (5.140, -4.649, -2.280)  0.121
H (3.649, -3.487, -0.602)  0.136
H (3.183, -2.281, -3.357)  0.064
H (3.323, -1.466, -1.810)  0.069
H (4.744, -2.225, -2.531)  0.077
H (1.638, -4.593, -1.056)  0.077
H (1.596, -4.077, -2.571)  0.073
C (5.863, -1.651, -6.434)  -0.099
O (6.524, -2.335, -5.386)  -0.211
C (7.799, -2.851, -5.711)  -0.211
C (8.947, -1.840, -5.598)  -0.435
C (9.012, -0.853, -6.758)  -0.070
N (8.911, -1.092, -4.340)  0.040
H (6.082, -2.100, -7.406)  0.092
H (6.125, -0.591, -6.452)  0.077
H (4.791, -1.727, -6.248)  0.083
H (7.980, -3.650, -4.987)  0.121
H (7.777, -3.317, -6.705)  0.121
H (9.874, -2.420, -5.610)  0.135
H (8.237, -0.090, -6.686)  0.064
H (9.971, -0.338, -6.757)  0.076
H (8.903, -1.362, -7.718)  0.078
H (8.976, -1.739, -3.560)  0.071
H (7.985, -0.683, -4.249)  0.068
C (-3.009, 2.257, 4.453)  -0.095
O (-3.440, 1.645, 5.655)  -0.219
C (-2.889, 2.179, 6.841)  -0.206
C (-3.607, 3.424, 7.378)  -0.433
C (-3.279, 4.700, 6.610)  -0.070
N (-5.061, 3.256, 7.421)  0.043
H (-1.967, 2.582, 4.521)  0.094
H (-3.641, 3.108, 4.185)  0.074
H (-3.089, 1.513, 3.659)  0.080
H (-2.987, 1.385, 7.585)  0.124
H (-1.815, 2.365, 6.708)  0.122
H (-3.260, 3.562, 8.406)  0.135
H (-3.786, 4.736, 5.646)  0.063
H (-3.604, 5.570, 7.177)  0.075
H (-2.205, 4.793, 6.437)  0.078
H (-5.293, 2.469, 8.019)  0.073
H (-5.368, 2.966, 6.497)  0.066
O (-5.807, -0.973, 5.941)  0.107
B (-5.258, -2.102, 5.423)  -0.838
O (-6.060, -3.179, 5.297)  0.125
Si (-3.312, -2.263, 4.916)  0.721
H (-5.470, -0.212, 5.444)  0.080
H (-5.566, -3.884, 4.857)  0.083
H (-2.841, -3.560, 5.468)  -0.086
H (-3.239, -2.295, 3.437)  -0.086
H (-2.470, -1.194, 5.488)  -0.084

## Properties
M   521.63 g mol⁻¹
Spin multiplicity   1
E_HOMO   -9.074 eV

3.
Here is an isolated molecule of C11H14IP in a non-equilibrium geometry from the OMol25 dataset. Energies are from ωB97M-V/def2-TZVPD.

Last column: Löwdin charge in e.
Cartesian coordinates (Å):
C (3.064, 2.716, -0.865)  -0.154
C (2.399, 1.467, -0.211)  -0.683
C (1.042, 1.797, 0.494)  -0.219
C (-0.152, 0.943, 0.177)  -0.110
C (-0.451, -0.236, 0.665)  -0.081
C (-1.592, -1.041, 0.322)  -0.251
C (-2.172, -0.816, -0.919)  -0.006
C (-3.267, -1.649, -1.307)  -0.047
C (-3.720, -2.548, -0.389)  -0.102
C (-3.176, -2.724, 0.882)  -0.068
C (-2.083, -1.948, 1.241)  -0.045
P (3.596, 0.714, 0.984)  0.448
I (5.304, -0.455, -0.376)  0.269
H (3.223, 3.432, -0.095)  0.050
H (2.573, 3.092, -1.832)  0.107
H (4.079, 2.359, -1.186)  0.033
H (2.268, 0.726, -0.996)  0.079
H (0.580, 2.826, 0.296)  0.142
H (1.302, 1.675, 1.458)  0.031
H (-0.852, 1.358, -0.538)  0.103
H (0.152, -0.650, 1.515)  0.129
H (-1.747, -0.116, -1.549)  0.078
H (-3.581, -1.536, -2.307)  0.091
H (-4.593, -3.006, -0.606)  0.065
H (-3.562, -3.394, 1.650)  0.107
H (-1.612, -2.347, 2.143)  0.117
H (2.975, -0.638, 1.348)  -0.082

## Properties
Energy relative to the best compared isomer or geometry (same formula, charge and spin)   0.0 kJ/mol
M   304.11 g mol⁻¹
Spin multiplicity   1
E_HOMO   -8.560 eV

4.
Here is an isolated molecule of C19H29N3O5S in a non-equilibrium geometry from the OMol25 dataset. Energies are from ωB97M-V/def2-TZVPD.

Last column: Löwdin charge in e.
Cartesian coordinates (Å):
C (7.523, 0.293, 0.758)  -0.093
O (6.798, -0.909, 0.857)  -0.089
C (5.540, -0.951, 0.330)  -0.274
C (4.853, -2.152, 0.474)  -0.001
C (3.570, -2.292, -0.016)  -0.012
C (2.940, -1.236, -0.664)  -0.225
O (1.666, -1.291, -1.167)  -0.110
C (0.863, -2.409, -0.869)  -0.076
C (3.629, -0.027, -0.827)  -0.116
C (2.985, 1.130, -1.553)  -0.099
N (1.657, 1.428, -1.066)  0.085
C (1.407, 2.408, -0.180)  -0.469
O (2.230, 3.232, 0.165)  0.064
C (-0.035, 2.428, 0.332)  -0.222
C (-1.038, 2.604, -0.813)  -0.121
C (-2.461, 2.610, -0.256)  -0.184
N (-2.744, 1.403, 0.497)  -0.226
S (-3.067, 0.057, -0.426)  0.643
O (-3.889, 0.477, -1.521)  -0.259
O (-1.897, -0.713, -0.746)  -0.284
N (-3.918, -0.808, 0.728)  -0.230
C (-4.109, -2.208, 0.374)  -0.192
C (-5.429, -2.228, -0.395)  -0.164
C (-6.273, -1.223, 0.391)  -0.153
C (-5.239, -0.238, 0.972)  -0.190
C (-1.812, 1.166, 1.582)  -0.182
C (-0.357, 1.148, 1.113)  -0.123
C (4.914, 0.103, -0.326)  0.034
H (7.709, 0.566, -0.286)  0.095
H (7.009, 1.116, 1.263)  0.097
H (8.474, 0.104, 1.254)  0.092
H (5.341, -2.971, 0.977)  0.118
H (3.067, -3.238, 0.107)  0.105
H (0.872, -2.632, 0.203)  0.100
H (1.183, -3.292, -1.429)  0.099
H (-0.149, -2.126, -1.162)  0.068
H (2.913, 0.894, -2.621)  0.135
H (3.585, 2.033, -1.421)  0.122
H (0.975, 0.700, -1.219)  0.118
H (-0.115, 3.288, 1.007)  0.152
H (-0.955, 1.778, -1.521)  0.113
H (-0.843, 3.538, -1.342)  0.130
H (-2.611, 3.462, 0.415)  0.133
H (-3.193, 2.654, -1.063)  0.114
H (-4.181, -2.788, 1.299)  0.128
H (-3.251, -2.545, -0.203)  0.109
H (-5.257, -1.863, -1.408)  0.108
H (-5.878, -3.218, -0.436)  0.111
H (-6.806, -1.726, 1.199)  0.107
H (-6.998, -0.715, -0.241)  0.110
H (-5.367, -0.102, 2.049)  0.120
H (-5.278, 0.737, 0.488)  0.105
H (-1.966, 1.957, 2.323)  0.132
H (-2.089, 0.206, 2.021)  0.116
H (-0.220, 0.273, 0.477)  0.090
H (0.305, 1.059, 1.976)  0.132
H (5.414, 1.050, -0.455)  0.111

## Properties
Energy relative to the best compared isomer or geometry (same formula, charge and spin)   181.3 kJ/mol
M   411.52 g mol⁻¹
Spin multiplicity   1
E_HOMO   -7.895 eV

5.
Here is a cluster of 2 separate species, C3H5ClO2P in total in a non-equilibrium geometry from the OMol25 dataset. Energies are from ωB97M-V/def2-TZVPD.

Last column: Löwdin charge in e.
Cartesian coordinates (Å):
C (-2.539, -0.203, 0.000)  -0.156
C (-2.410, 1.077, 0.084)  0.028
C (1.215, -0.796, -0.082)  -0.781
O (2.033, 1.561, -1.135)  -0.443
O (2.576, 1.151, 1.230)  -0.443
P (1.631, 1.051, 0.165)  0.263
Cl (2.679, -1.703, 0.210)  0.463
H (-1.655, -1.009, 0.050)  0.088
H (-3.424, -0.527, -0.409)  -0.013
H (-1.444, 1.490, 0.160)  -0.047
H (0.699, -0.983, -1.072)  0.048
H (0.638, -1.108, 0.798)  -0.008

## Properties
Energy relative to the best compared isomer or geometry (same formula, charge and spin)   541.2 kJ/mol
Total charge   -1
M   139.50 g mol⁻¹
Spin multiplicity   1
E_HOMO (alpha / beta)   -5.452 / -2.666 eV

6.
Here is an isolated molecule of C5H6O2 from the OMol25 dataset. Energies are from ωB97M-V/def2-TZVPD.

Last column: Löwdin charge in e.
Cartesian coordinates (Å):
O (-2.600, 0.984, -0.824)  0.065
C (-2.064, -0.054, -0.540)  -0.270
C (-1.684, -0.453, 0.884)  -0.152
C (-0.224, -0.371, 0.830)  -0.036
C (0.908, -0.270, 0.423)  0.015
C (2.208, -0.009, -0.208)  -0.272
O (2.143, 1.107, -1.074)  -0.057
H (-1.716, -0.772, -1.312)  0.132
H (-2.140, 0.243, 1.592)  0.120
H (-2.013, -1.475, 1.107)  0.121
H (2.993, 0.108, 0.552)  0.118
H (2.479, -0.863, -0.835)  0.123
H (1.711, 1.825, -0.594)  0.093

## Properties
Energy relative to the best compared isomer or geometry (same formula, charge and spin)   243.7 kJ/mol
M   98.10 g mol⁻¹
Spin multiplicity   1
E_HOMO   -9.844 eV

7.
Here is the ion C9H14BrN2O with charge +1 in a non-equilibrium geometry from the OMol25 dataset. Energies are from ωB97M-V/def2-TZVPD.

Last column: Löwdin charge in e.
Cartesian coordinates (Å):
C (-3.001, 0.966, -0.876)  -0.158
C (-1.707, 0.279, -1.013)  -0.690
Br (-1.696, -1.609, -1.051)  0.800
C (-0.568, 0.927, 0.353)  -0.218
C (-0.385, 2.409, 0.201)  -0.024
N (0.549, -0.016, 0.319)  -0.010
C (1.302, -0.072, -0.819)  0.052
C (2.354, -1.030, -0.900)  -0.270
O (3.213, -1.028, -1.961)  0.059
C (2.465, -2.024, 0.074)  0.052
C (1.684, -1.962, 1.164)  0.007
C (0.822, -0.915, 1.310)  -0.348
N (0.175, -0.856, 2.414)  0.188
H (-3.807, 0.343, -1.228)  0.073
H (-3.114, 1.965, -1.345)  0.105
H (-3.239, 1.043, 0.165)  0.076
H (-1.192, 0.433, -1.963)  0.057
H (-1.259, 0.670, 1.171)  0.114
H (-1.243, 2.815, -0.369)  0.094
H (0.495, 2.648, -0.255)  0.043
H (-0.271, 2.943, 1.213)  0.127
H (1.155, 0.659, -1.520)  0.121
H (2.673, -1.243, -2.742)  0.135
H (3.304, -2.810, -0.130)  0.188
H (1.662, -2.639, 1.976)  0.128
H (0.303, -1.563, 3.182)  0.171
H (-0.672, -0.335, 2.630)  0.128

## Properties
Energy relative to the best compared isomer or geometry (same formula, charge and spin)   0.0 kJ/mol
Total charge   +1
M   246.13 g mol⁻¹
Spin multiplicity   1
E_HOMO   -12.545 eV

8.
Here is a structure of composition C19H32F3N6O4Pr in a non-equilibrium geometry from the OMol25 dataset. Energies are from ωB97M-V/def2-TZVPD.

Last column: Löwdin charge in e.
Cartesian coordinates (Å):
Pr (-0.429, 0.802, -0.392)  1.208
N (-1.898, 3.111, -0.099)  -0.006
C (-0.792, 4.041, 0.283)  -0.141
C (0.082, 3.417, 1.374)  -0.565
O (0.142, 3.951, 2.480)  0.017
N (0.704, 2.288, 0.961)  -0.115
C (1.595, 1.631, 1.925)  -0.112
C (1.510, 0.108, 1.884)  -0.591
O (1.941, -0.543, 2.812)  0.061
O (0.922, -0.409, 0.816)  -0.244
H (-2.278, 3.412, -0.990)  0.076
H (-2.633, 3.223, 0.590)  0.081
H (-1.159, 4.993, 0.659)  0.117
H (-0.183, 4.215, -0.604)  0.119
H (1.396, 1.956, 2.945)  0.120
H (2.639, 1.889, 1.715)  0.132
C (-1.432, -1.144, 2.543)  -0.061
N (-2.013, 0.014, 1.840)  -0.286
C (-2.081, 1.129, 2.793)  -0.059
C (-3.364, -0.323, 1.378)  -0.189
C (-3.355, -1.250, 0.180)  -0.184
N (-2.734, -0.636, -1.000)  -0.309
C (-2.369, -1.678, -1.969)  -0.076
C (-3.682, 0.284, -1.642)  -0.077
H (-2.111, -1.475, 3.341)  0.101
H (-0.472, -0.887, 2.982)  0.078
H (-1.258, -1.971, 1.857)  0.090
H (-2.668, 0.859, 3.681)  0.102
H (-2.547, 1.994, 2.325)  0.077
H (-1.079, 1.417, 3.111)  0.095
H (-3.882, 0.605, 1.126)  0.115
H (-3.933, -0.794, 2.192)  0.131
H (-4.387, -1.551, -0.053)  0.131
H (-2.808, -2.162, 0.420)  0.117
H (-3.254, -2.248, -2.285)  0.100
H (-1.646, -2.360, -1.526)  0.092
H (-1.913, -1.216, -2.842)  0.088
H (-4.611, -0.238, -1.910)  0.099
H (-3.232, 0.701, -2.539)  0.081
H (-3.927, 1.109, -0.974)  0.082
C (1.900, -0.917, -3.890)  0.036
C (1.428, -1.434, -2.566)  -0.467
O (0.515, -0.897, -1.932)  -0.088
N (2.034, -2.528, -2.072)  0.087
C (2.052, -2.753, -0.635)  -0.102
C (3.244, -2.093, 0.025)  -0.272
C (3.668, -2.520, 1.276)  -0.031
C (4.718, -1.860, 1.885)  -0.062
C (5.321, -0.804, 1.217)  -0.064
C (4.842, -0.464, -0.037)  -0.131
N (3.823, -1.089, -0.630)  0.127
H (1.122, -0.320, -4.352)  0.075
H (2.204, -1.733, -4.548)  0.088
H (2.769, -0.284, -3.701)  0.102
H (2.840, -2.848, -2.587)  0.144
H (2.050, -3.822, -0.421)  0.126
H (1.149, -2.314, -0.219)  0.103
H (3.166, -3.342, 1.769)  0.120
H (5.057, -2.159, 2.868)  0.112
H (6.135, -0.247, 1.660)  0.102
H (5.293, 0.350, -0.594)  0.105
F (-0.647, 1.171, -3.945)  0.024
C (-0.813, 1.698, -2.707)  -0.497
F (0.588, 1.973, -2.281)  -0.132
F (-1.261, 2.972, -2.968)  0.002

## Properties
Energy relative to the best compared isomer or geometry (same formula, charge and spin)   15.4 kJ/mol
M   606.41 g mol⁻¹
Spin multiplicity   3
Expectation value of S²   2.002
E_HOMO (alpha / beta)   -8.157 / -8.233 eV

Number 1: E_tot -2211.46673 a.u.. Number 2: E_tot -1912.76587 a.u.. Number 3: E_tot -1066.53423 a.u.. Number 4: E_tot -1680.05265 a.u.. Number 5: E_tot -1069.26435 a.u.. Number 6: E_tot -344.50908 a.u.. Number 7: E_tot -3109.81303 a.u.. Number 8: E_tot -2189.44783 a.u..